C25H76O33P8 | ωB97M-V/def2-TZVPD

Output
HOMO-LUMO gap, eV: 10.27
Spin multiplicity: 1
Total charge: 0
Relative energy (zero: lowest compared OMol25 entry of this formula, charge and spin), eV: 4.708
DFT total energy, eV: -169050.523

Element x y z (Å)
C -4.48447 7.60162 1.18399
O -5.19463 8.80970 1.40866
P -4.86478 10.10751 0.50701
O -5.51553 10.23126 -0.82013
O -5.29679 11.37163 1.46827
C -6.62401 11.89500 1.57617
O -3.25959 10.28485 0.58848
C -2.54381 11.34760 0.00306
H -3.91671 7.37322 2.08597
H -3.69101 7.55624 0.43803
H -5.18451 6.83020 0.86313
H -6.72124 12.89254 1.14772
H -6.91440 12.08609 2.60925
H -7.26998 11.27260 0.95694
H -1.98015 11.95278 0.71308
H -3.17925 12.11807 -0.43363
H -1.88052 10.98002 -0.77990
C -1.19940 9.08955 3.69739
O -0.71163 10.39294 3.91151
P 0.70170 10.76692 3.27130
O 1.78736 9.72654 3.45670
O 1.05604 12.16956 3.97956
C 2.20818 12.30047 4.76169
O 0.39511 11.11390 1.73154
C 1.38705 11.44304 0.79480
H -1.71161 8.98797 2.74062
H -2.07285 8.84062 4.30007
H -0.37298 8.37950 3.66641
H 3.00779 11.57224 4.62606
H 1.96209 12.31400 5.82346
H 2.66424 13.27295 4.57625
H 1.19466 12.37445 0.26231
H 1.35344 10.56406 0.15108
H 2.36835 11.52759 1.26172
C -0.98352 14.31393 2.46509
O -1.75583 13.56020 3.34044
P -3.28306 13.89397 3.75545
O -3.48269 15.30029 4.28564
O -3.64047 12.64522 4.74221
C -3.61890 11.32122 4.26457
O -4.10384 13.59233 2.39286
C -4.16705 14.53390 1.32895
H -1.42027 15.31075 2.40423
H -0.87429 13.87687 1.47254
H -0.00687 14.38657 2.94362
H -3.32538 11.19582 3.22235
H -4.61313 10.90363 4.42345
H -2.99863 10.67853 4.88932
H -3.73671 14.12677 0.41398
H -3.80326 15.55287 1.46110
H -5.23723 14.72638 1.25302
C -1.44672 4.40652 3.63539
O -0.94358 5.60696 3.05398
P -0.73841 5.75965 1.44955
O -1.82453 5.26228 0.57225
O -0.36993 7.33686 1.24024
C -0.52122 7.79530 -0.08524
O 0.73070 4.92380 1.22798
C 1.85033 5.24081 2.02544
H -1.35105 3.45898 3.10519
H -2.51771 4.53005 3.79605
H -0.99429 4.40609 4.62706
H -0.20944 7.06806 -0.83492
H 0.07320 8.70670 -0.14939
H -1.52494 8.16776 -0.28999
H 2.33571 4.47264 2.62746
H 1.45944 5.88384 2.81399
H 2.62940 5.81514 1.52415
C -4.80786 1.88184 8.90707
O -4.72111 2.75415 7.74932
P -3.80648 4.11996 7.71290
O -3.72674 4.85786 6.44835
O -4.59482 4.99243 8.83964
C -4.41711 6.42273 8.87316
O -2.41121 3.71243 8.39516
C -1.31687 4.62312 8.34280
H -4.81060 0.85533 8.54053
H -5.72167 1.97140 9.49447
H -3.96388 1.98516 9.58907
H -5.35112 6.89929 8.57547
H -3.71910 6.76040 8.10709
H -4.15643 6.88134 9.82700
H -1.64596 5.65334 8.20697
H -0.68844 4.44363 7.47048
H -0.78287 4.69699 9.29016
C -10.93615 10.34570 7.34545
O -10.28657 9.50174 6.38582
P -9.49108 10.16604 5.12519
O -8.68872 11.31914 5.55340
O -8.69033 8.84861 4.59262
C -8.13043 8.82611 3.27088
O -10.64003 10.41102 3.97475
C -11.05704 11.73212 3.65257
H -10.47699 10.27676 8.33161
H -11.97767 10.10770 7.56153
H -10.99468 11.36355 6.95988
H -7.16313 9.30729 3.12628
H -8.86503 9.28355 2.60815
H -7.98830 7.78167 2.99329
H -10.46489 12.48840 4.16782
H -12.09837 11.96030 3.87987
H -10.90842 12.04078 2.61780
C -2.75143 -1.66098 4.98846
O -3.29116 -0.37766 4.65466
P -2.35998 0.92565 4.89842
O -0.91955 0.85308 4.45810
O -3.23734 2.03398 4.13851
C -4.62774 2.22044 4.51932
O -2.58024 1.25412 6.49268
C -1.71119 0.73689 7.46860
H -3.08174 -2.35767 4.21800
H -3.11433 -2.05995 5.93568
H -1.67263 -1.81496 4.96465
H -4.86886 1.75596 5.47547
H -5.32407 1.83631 3.77389
H -4.85630 3.26598 4.72594
H -2.21796 -0.06673 8.00290
H -1.38316 1.45609 8.21910
H -0.74413 0.37568 7.11871
C -7.14874 4.38534 6.02194
O -8.50992 4.53010 5.73128
P -9.56637 3.67161 6.59716
O -9.56519 3.79794 8.07449
O -10.94822 4.04328 5.86589
C -12.15723 3.34554 6.19870
O -9.20044 2.15556 6.12446
C -8.17102 1.35809 6.80486
H -6.94151 3.95374 7.00116
H -6.61947 5.33822 6.02043
H -6.72433 3.68726 5.30037
H -12.06029 2.31567 6.54233
H -12.77322 3.32453 5.29969
H -12.68402 3.83138 7.02001
H -7.67282 1.84814 7.64138
H -7.38336 1.13582 6.08494
H -8.50957 0.37633 7.13597
C -5.07679 7.64782 5.05937
O -4.18488 6.71085 4.45685
H -4.77823 7.75257 6.10244
H -5.01962 8.58664 4.50851
H -6.12026 7.33342 5.03916
H -4.04196 5.94736 5.02099

These are the Mulliken partial charges, in e, on atoms 1 to 5: -0.56 0.05 0.19 -0.82 0.12